Density functional theory data (ωB97M-V/def2-TZVPD) for a structure of composition C52H66Br2InN6P3Si.

Output
E_HOMO   -11.994 eV
Charge   +2
Electronic energy   -244929.6813 eV
HOMO-LUMO gap   6.674 eV

Structure (XYZ):
```
131
C52H66Br2InN6P3Si (ωB97M-V/def2-TZVPD)
In 0.649 0.399 -0.680
C 1.702 -2.228 3.835
C 1.830 -0.783 4.317
C 1.631 -0.729 5.830
P 0.778 0.316 3.205
C 0.736 1.995 4.064
C -0.210 2.230 5.241
C 2.168 2.423 4.424
C -0.889 -0.419 3.421
C -1.517 -0.485 4.668
C -2.747 -1.096 4.837
C -3.403 -1.633 3.745
C -2.809 -1.563 2.498
C -1.546 -0.982 2.302
Si -0.972 -1.227 0.499
C -2.589 -1.022 -0.452
C -3.250 -2.206 -0.793
C -4.570 -2.203 -1.215
C -5.251 -1.000 -1.301
C -4.603 0.191 -1.005
C -3.274 0.210 -0.584
P -2.375 1.762 -0.142
C -3.127 2.119 1.543
C -4.527 2.724 1.562
C -2.151 3.002 2.326
C -2.962 3.210 -1.197
C -1.931 3.536 -2.295
C -4.351 3.191 -1.831
C -0.191 -2.934 0.272
C -0.546 -3.873 1.249
C 0.016 -5.138 1.289
C 0.981 -5.478 0.355
C 1.321 -4.578 -0.642
C 0.727 -3.319 -0.728
P 0.979 -2.234 -2.190
C -0.498 -2.778 -3.209
C -0.335 -2.317 -4.661
C -0.849 -4.263 -3.140
C 2.476 -2.777 -3.185
C 2.570 -4.141 -3.876
C 3.741 -2.498 -2.374
H 2.435 -2.858 4.344
H 1.865 -2.320 2.760
H 0.711 -2.624 4.062
H 2.851 -0.450 4.096
H 0.656 -1.124 6.114
H 1.742 0.274 6.238
H 2.385 -1.361 6.304
H 0.396 2.649 3.254
H 0.070 1.652 6.121
H -1.244 2.011 4.982
H -0.160 3.286 5.516
H 2.731 1.631 4.917
H 2.132 3.272 5.108
H 2.727 2.735 3.543
H -1.040 -0.060 5.537
H -3.192 -1.151 5.822
H -4.372 -2.101 3.857
H -3.341 -1.979 1.650
H -2.723 -3.151 -0.702
H -5.070 -3.135 -1.447
H -6.291 -0.984 -1.600
H -5.153 1.113 -1.111
H -3.168 1.139 2.024
H -4.545 3.721 1.121
H -4.850 2.821 2.601
H -5.256 2.097 1.052
H -2.073 3.998 1.879
H -1.159 2.548 2.354
H -2.499 3.130 3.353
H -2.930 4.019 -0.457
H -2.225 3.064 -3.233
H -0.926 3.195 -2.046
H -1.892 4.614 -2.468
H -4.448 2.355 -2.525
H -4.483 4.112 -2.403
H -5.152 3.148 -1.097
H -1.269 -3.600 2.008
H -0.285 -5.844 2.051
H 1.455 -6.451 0.384
H 2.052 -4.876 -1.375
H -1.323 -2.216 -2.760
H 0.324 -2.982 -5.217
H 0.078 -1.308 -4.719
H -1.304 -2.322 -5.162
H -0.010 -4.897 -3.422
H -1.667 -4.462 -3.836
H -1.180 -4.554 -2.144
H 2.440 -2.026 -3.985
H 2.621 -4.977 -3.184
H 3.494 -4.158 -4.456
H 1.750 -4.318 -4.568
H 3.825 -3.175 -1.521
H 3.749 -1.469 -2.012
H 4.625 -2.640 -2.998
N -1.016 1.446 -4.978
C -2.283 1.019 -4.691
C -2.235 0.552 -3.410
N -0.970 0.691 -2.910
C -0.252 1.217 -3.880
C 1.157 1.488 -3.750
N 1.848 1.250 -2.650
C 3.142 1.623 -2.911
C 3.237 2.073 -4.190
N 1.973 1.979 -4.711
H -0.735 1.855 -5.853
H -3.088 1.074 -5.403
H -3.035 0.130 -2.828
H 3.922 1.518 -2.178
H 4.072 2.438 -4.762
H 1.723 2.245 -5.649
Br 7.478 -0.077 1.193
C 5.642 0.028 0.784
C 4.865 -1.120 0.759
C 3.530 -0.983 0.429
N 2.966 0.189 0.156
C 3.704 1.299 0.215
C 5.058 1.258 0.522
C 2.969 2.579 0.058
C 3.623 3.790 -0.127
C 2.881 4.960 -0.116
Br 3.738 6.618 -0.366
C 1.510 4.899 0.087
C 0.938 3.647 0.208
N 1.637 2.514 0.180
H 5.288 -2.088 0.988
H 2.877 -1.848 0.388
H 5.652 2.157 0.599
H 4.692 3.834 -0.280
H 0.909 5.795 0.141
H -0.131 3.536 0.347
```

Density functional theory data (ωB97M-V/def2-TZVPD) for an isolated molecule of C6H13NS.

Output
E_HOMO   -8.309 eV
SMILES   C=C[C@](C)(CC)SN
Electronic energy   -18756.9145 eV
HOMO-LUMO gap   9.001 eV

Structure (XYZ):
```
21
C6H13NS (ωB97M-V/def2-TZVPD)
C -0.570 2.156 0.894
C -0.463 0.834 0.883
C -1.147 -2.125 0.782
C 0.065 0.727 -1.592
C -1.039 -1.239 -0.456
C -0.199 0.012 -0.295
N 2.690 0.553 0.104
S 1.802 -0.888 0.162
H -0.776 2.693 1.804
H -0.474 2.752 0.004
H -0.574 0.290 1.808
H -1.699 -1.635 1.579
H -0.155 -2.370 1.147
H -1.660 -3.048 0.529
H 0.869 1.449 -1.474
H 0.347 0.014 -2.364
H -0.838 1.246 -1.918
H -0.616 -1.833 -1.269
H -2.045 -0.926 -0.761
H 3.434 0.511 -0.581
H 3.048 0.828 1.013
```

Density functional theory data (ωB97M-V/def2-TZVPD) for a structure of composition C4H5LiO5Sr.

Output
E_HOMO (spin up / spin down)   -14.702 / -18.307 eV
Spin multiplicity   2
Charge   +3
Electronic energy   -15478.6763 eV
HOMO-LUMO gap (spin up / spin down)   2.783 / 6.387 eV

Structure (XYZ):
```
16
C4H5LiO5Sr (ωB97M-V/def2-TZVPD)
O -0.991 -4.135 -3.567
C -1.705 -4.400 -2.595
O -2.239 -5.428 -2.246
O -1.898 -3.234 -1.750
C -1.909 -2.137 0.332
C -1.725 -3.321 -0.491
Li -2.495 -7.124 -2.991
H -1.675 -2.364 1.378
H -1.137 -1.424 -0.013
H -2.979 -1.867 0.191
H -1.275 -4.239 -0.099
Sr 0.296 -2.801 -5.010
O -2.409 1.528 0.550
C -2.317 2.572 1.121
O -2.666 3.742 0.689
H -2.452 4.442 1.325
```

Density functional theory data (ωB97M-V/def2-TZVPD) for a structure of composition CH3AlO5P.

Output
E_HOMO   -4.256 eV
Charge   -1
Electronic energy   -27206.9842 eV
HOMO-LUMO gap   2.888 eV

Structure (XYZ):
```
11
CH3AlO5P (ωB97M-V/def2-TZVPD)
Al -0.272 -0.108 0.397
P -1.714 -2.229 2.287
O -2.408 -3.173 3.191
O -1.471 -2.661 0.818
O -0.318 -1.706 2.643
O -2.589 -0.998 1.910
C 1.782 2.191 -2.242
O 1.068 1.810 -1.139
H 2.078 3.256 -2.229
H 2.668 1.564 -2.471
H 1.175 2.054 -3.166
```